Entry 1:
2 unconnected molecules or ions with the total composition C4H10NO2S. Source: the Open Molecules 2025 dataset; level of theory: ωB97M-V/def2-TZVPD.

```
18
Properties=species:S:1:pos:R:3:forces:R:3
C -1.483908 0.354614 0.139180 1.5 3.8 1.9
C -0.589827 1.452373 -0.701661 -0.1 -0.3 0.0
S 0.273584 2.900358 0.159545 -0.7 -1.8 -0.2
C -1.596196 -1.113439 -0.073391 -2.0 -1.9 -2.9
N -0.494952 -1.853950 0.180924 -0.1 -0.2 0.5
C 0.774951 -1.234984 0.458398 0.4 -1.1 -0.5
O -2.628045 -1.658519 -0.556784 2.0 1.5 1.5
H -1.051653 0.523986 1.155287 -0.2 -0.5 -0.5
H -2.415454 0.870920 0.297350 -0.8 -0.5 -0.5
H 0.064869 0.948863 -1.433489 -0.1 0.4 0.4
H -1.212288 2.179468 -1.261933 -0.3 -0.9 -0.2
H -0.601387 -2.861073 0.116073 0.0 0.4 -0.2
H 0.595559 -0.402812 1.090545 0.3 1.1 -0.1
H 1.332872 -1.061266 -0.475037 -0.4 0.4 0.4
H 1.442864 -1.835062 1.047280 0.0 -0.8 0.3
H 2.337862 1.617722 0.213967 1.0 -1.0 0.6
H 2.458953 0.448826 -0.597549 0.1 -0.9 -1.1
O 2.792198 0.723974 0.241296 -0.6 2.3 0.4
```
Positions in Å, forces in eV/Å.

Lowest unoccupied orbital energy (alpha / beta) in eV: 0.548 / -2.664
Multiplicity: 2
Charge: 0
Orbital gap (alpha / beta) in Ha: 0.3773 / 0.2569

How is the electron density shared among the atoms? According to natural (NBO), the charges in e are:
1 C -0.53
2 C -0.53
3 S 0.08
4 C 0.65
5 N -0.60
6 C -0.41
7 O -0.62
8 H 0.23
9 H 0.25
10 H 0.21
11 H 0.25
12 H 0.41
13 H 0.22
14 H 0.17
15 H 0.22
16 H 0.47
17 H 0.45
18 O -0.92

---

Entry 2:
2 unconnected molecules or ions with the total composition C4H10NO2S. Source: the Open Molecules 2025 dataset; level of theory: ωB97M-V/def2-TZVPD.

```
18
Properties=species:S:1:pos:R:3:forces:R:3
O 1.073946 1.565222 2.082139 0.2 -0.1 0.4
C 0.477519 0.514859 1.560495 -0.6 -0.6 -2.8
N -0.095413 0.814515 0.174242 0.2 0.3 0.9
C 0.576181 0.238994 -0.980178 0.0 -1.3 -0.1
C 0.342972 -1.302909 -1.236596 -2.4 2.7 -0.3
S 0.880543 -2.423151 -0.007252 0.1 -0.5 0.1
C -0.531611 -0.173379 2.468072 0.4 -0.8 -0.7
H 0.057896 1.819687 0.100496 -0.4 -0.1 -0.1
H 0.102882 0.709626 -1.855976 0.9 0.0 0.4
H 1.674659 0.338400 -0.955663 -0.1 0.5 -0.1
H -0.821228 -1.346267 -1.398237 2.0 -0.6 0.3
H 0.813127 -1.421585 -2.208807 0.0 -0.8 -0.2
H 0.119269 -0.454817 3.287693 -0.8 0.4 1.0
H -0.971576 -1.110116 2.096196 0.6 0.2 -0.5
H -1.389205 0.470818 2.536592 -0.1 0.5 1.1
H -2.169310 0.952457 -3.733354 -0.1 0.0 0.0
H 1.222667 -0.271834 1.273780 0.4 0.2 0.6
O -1.363323 1.079475 -3.203635 -0.2 0.1 -0.2
```
Positions in Å, forces in eV/Å.

Lowest unoccupied orbital energy (alpha / beta) in eV: -2.600 / -2.150
Multiplicity: 2
Charge: 0
Orbital gap (alpha / beta) in Ha: 0.2379 / 0.2465

How is the electron density shared among the atoms? According to natural (NBO), the charges in e are:
1 O -0.34
2 C 0.15
3 N -0.64
4 C -0.24
5 C -0.65
6 S 0.16
7 C -0.63
8 H 0.37
9 H 0.23
10 H 0.16
11 H 0.25
12 H 0.24
13 H 0.22
14 H 0.22
15 H 0.23
16 H 0.42
17 H 0.26
18 O -0.41

---

Number 1: largest force on an atom 4.5 eV Å⁻¹, electronic energy -761.74696 Eh. Number 2: largest force on an atom 3.6 eV Å⁻¹, electronic energy -761.57946 Eh.